Density functional theory data (ωB97M-V with the def2-TZVPD basis set) for a structure of composition C23H23N5PdS.

Properties
**Frontier orbital gap**: 5.645 eV
**E_LUMO**: 0.425 eV

Positions of all 53 atoms, in Å:
Pd -0.520 -0.199 0.437
C -2.701 0.964 -1.862
C -2.834 -0.527 -1.929
C -3.402 -1.164 -3.027
C -3.482 -2.548 -3.042
C -3.008 -3.251 -1.948
C -2.469 -2.536 -0.884
N -2.370 -1.207 -0.882
C -1.975 -3.228 0.343
C -2.503 -4.435 0.792
C -2.025 -4.957 1.984
C -1.061 -4.264 2.698
C -0.589 -3.064 2.174
N -1.025 -2.588 1.015
C 0.390 -2.197 2.894
C 1.326 -2.738 3.769
C 2.181 -1.877 4.435
C 2.064 -0.515 4.202
C 1.112 -0.057 3.299
C 0.948 1.400 2.993
N 0.296 -0.889 2.652
H -3.486 1.386 -1.230
H -2.783 1.408 -2.854
H -1.739 1.231 -1.410
H -3.762 -0.576 -3.860
H -3.899 -3.068 -3.895
H -3.029 -4.332 -1.924
H -3.288 -4.934 0.244
H -2.427 -5.884 2.371
H -0.709 -4.626 3.653
H 1.392 -3.808 3.901
H 2.930 -2.260 5.116
H 2.711 0.192 4.704
H 0.097 1.809 3.542
H 0.740 1.525 1.924
H 1.839 1.963 3.269
C 4.432 3.535 -3.160
C 3.131 3.344 -2.451
C 2.259 4.339 -2.133
C 1.062 3.950 -1.465
N 0.773 2.721 -1.134
C 1.650 1.711 -1.422
S 1.429 0.121 -1.035
N 2.807 2.082 -2.103
C 0.033 4.981 -1.091
H 4.583 4.582 -3.408
H 4.455 2.950 -4.080
H 5.260 3.201 -2.531
H 2.466 5.366 -2.386
H 3.430 1.315 -2.316
H 0.289 5.977 -1.445
H -0.071 4.995 -0.006
H -0.932 4.682 -1.497

=====

Density functional theory data (ωB97M-V with the def2-TZVPD basis set) for a structure of composition C23H24BrN2O5SV.

Properties
**⟨S²⟩**: 3.760
**Multiplicity**: 4
**Net charge**: -1
**Frontier orbital gap (alpha / beta)**: 5.686 / 6.469 eV
**E_LUMO (alpha / beta)**: 2.369 / 2.365 eV

Positions of all 57 atoms, in Å:
V 0.502 0.381 -0.374
C 3.447 -1.951 -2.569
C 2.893 -1.043 -1.487
O 1.684 -0.649 -1.666
C 3.707 -0.699 -0.425
C 3.393 0.228 0.620
C 4.480 0.595 1.595
N 2.216 0.776 0.728
N 2.068 1.723 1.747
C 0.891 2.285 1.659
O -0.006 2.034 0.772
C 0.570 3.324 2.688
C -0.657 3.976 2.633
C -0.985 4.942 3.575
C -0.089 5.267 4.583
C 1.140 4.618 4.642
C 1.467 3.654 3.701
H 2.649 -2.203 -3.264
H 4.249 -1.454 -3.120
H 3.859 -2.867 -2.141
H 4.708 -1.113 -0.417
H 5.383 0.016 1.401
H 4.708 1.659 1.524
H 4.141 0.422 2.616
H -1.339 3.711 1.836
H -1.944 5.444 3.520
H -0.343 6.021 5.318
H 1.846 4.867 5.425
H 2.418 3.140 3.731
Br -2.288 0.026 -5.734
C -1.484 -1.341 -4.687
C -0.968 -2.434 -5.368
C -0.345 -3.452 -4.662
C -0.222 -3.358 -3.284
C -0.720 -2.248 -2.624
C -1.374 -1.225 -3.307
C -1.960 -0.078 -2.494
O -3.140 0.216 -2.674
O -1.169 0.445 -1.651
H -1.052 -2.479 -6.446
H 0.054 -4.307 -5.194
H 0.283 -4.136 -2.725
H -0.579 -2.140 -1.555
O -0.385 -0.816 1.205
S -1.733 -0.868 1.886
C -3.012 -0.085 0.851
C -3.812 -1.189 0.169
C -3.833 -2.366 1.138
C -2.386 -2.539 1.570
H -2.493 0.587 0.163
H -3.625 0.500 1.538
H -3.325 -1.486 -0.761
H -4.806 -0.835 -0.102
H -4.213 -3.278 0.674
H -4.466 -2.148 2.004
H -1.762 -2.921 0.759
H -2.240 -3.150 2.459

=====

Density functional theory data (ωB97M-V with the def2-TZVPD basis set) for the molecule C23H24ClN3O4.

Properties
**Structure (SMILES)**: COc1cc2c(C(=O)N3CCN(c4cccc(Cl)c4)CC3)cn(C)c(=O)c2cc1OC
**Frontier orbital gap**: 8.336 eV
**E_LUMO**: 0.509 eV

Positions of all 55 atoms, in Å:
C 1.146 3.527 -1.213
O 0.499 3.924 -0.029
C 0.437 3.047 1.020
C 0.915 1.753 0.943
C 0.839 0.867 2.022
C 1.330 -0.479 1.956
C 1.952 -0.995 0.694
O 3.156 -1.028 0.527
N 1.079 -1.417 -0.252
C -0.361 -1.421 -0.143
C -0.951 -0.573 -1.281
N -0.497 -1.019 -2.580
C -1.194 -1.993 -3.280
C -0.857 -2.271 -4.612
C -1.567 -3.194 -5.349
C -2.646 -3.871 -4.803
C -2.991 -3.588 -3.495
Cl -4.333 -4.409 -2.769
C -2.286 -2.674 -2.733
C 0.950 -0.981 -2.649
C 1.561 -1.856 -1.544
C 1.287 -1.242 3.072
N 0.753 -0.808 4.247
C 0.757 -1.702 5.384
C 0.198 0.457 4.404
O -0.297 0.789 5.467
C 0.270 1.314 3.224
C -0.216 2.617 3.299
C -0.152 3.495 2.232
O -0.689 4.718 2.478
C -0.526 5.800 1.588
H 1.128 4.403 -1.859
H 2.184 3.234 -1.029
H 0.614 2.707 -1.708
H 1.390 1.403 0.040
H -0.665 -1.022 0.824
H -0.716 -2.456 -0.232
H -2.040 -0.573 -1.244
H -0.614 0.461 -1.152
H -0.045 -1.741 -5.085
H -1.283 -3.386 -6.373
H -3.204 -4.591 -5.378
H -2.600 -2.513 -1.715
H 1.299 -1.330 -3.618
H 1.275 0.056 -2.515
H 2.649 -1.778 -1.537
H 1.270 -2.900 -1.707
H 1.672 -2.252 3.078
H 0.289 -1.176 6.215
H 1.779 -1.972 5.652
H 0.190 -2.607 5.161
H -0.652 2.958 4.225
H 0.528 6.002 1.386
H -0.966 6.654 2.102
H -1.051 5.634 0.645

=====

Density functional theory data (ωB97M-V with the def2-TZVPD basis set) for the molecule C23H24FN3O2 at a distorted geometry.

Properties
**Structure (SMILES)**: COc1ccc(F)cc1C(=O)[C@@H]1CCCN(Cc2cccn2-c2cccnc2)C1
**Frontier orbital gap**: 8.915 eV
**E_LUMO**: 0.590 eV

Positions of all 53 atoms, in Å:
C 5.896 0.932 -0.311
O 4.534 0.861 0.035
C 3.900 -0.329 -0.025
C 4.486 -1.512 -0.473
C 3.756 -2.684 -0.541
C 2.426 -2.668 -0.167
F 1.703 -3.808 -0.233
C 1.813 -1.512 0.274
C 2.543 -0.335 0.355
C 1.904 0.912 0.867
O 2.427 1.625 1.687
C 0.526 1.211 0.301
C 0.419 2.685 -0.099
C -1.006 2.989 -0.548
C -2.007 2.589 0.532
N -1.844 1.181 0.827
C -2.905 0.595 1.628
C -2.841 -0.896 1.537
C -2.886 -1.831 2.537
C -2.664 -3.096 1.954
C -2.462 -2.891 0.620
N -2.583 -1.554 0.358
C -2.407 -0.984 -0.906
C -3.306 -0.060 -1.432
C -3.056 0.477 -2.682
C -1.921 0.065 -3.366
N -1.083 -0.840 -2.891
C -1.321 -1.356 -1.701
C -0.531 0.928 1.378
H 6.509 0.291 0.330
H 6.059 0.664 -1.361
H 6.181 1.971 -0.156
H 5.523 -1.531 -0.768
H 4.210 -3.601 -0.882
H 0.780 -1.545 0.580
H 0.323 0.581 -0.569
H 0.685 3.302 0.762
H 1.124 2.904 -0.903
H -1.113 4.051 -0.772
H -1.226 2.421 -1.455
H -3.025 2.756 0.170
H -1.855 3.214 1.431
H -2.838 0.880 2.693
H -3.862 0.971 1.251
H -3.059 -1.630 3.576
H -2.647 -4.039 2.463
H -2.273 -3.591 -0.169
H -4.187 0.220 -0.876
H -3.730 1.197 -3.119
H -1.673 0.467 -4.339
H -0.612 -2.098 -1.360
H -0.484 -0.115 1.700
H -0.323 1.563 2.258